Run A
Here is C5H9N3S in the gas phase from OMol25. Energies are from ωB97M-V/def2-TZVPD.

The total charge is 0. The LUMO energy comes out at 0.6134 eV. For the orbital gap, the calculation gives 0.2841 Eh. The SMILES is CSc1cnn(C)c1N. The calculation puts the highest occupied orbital energy at -7.12 eV.

Geometry as XYZ:
```
18
C5H9N3S | OMol25 | ωB97M-V/def2-TZVPD
C 3.098 -0.348 -0.725
S 2.634 0.434 0.890
C 1.093 0.925 0.461
C 0.580 1.806 -0.530
N -0.699 1.817 -0.658
N -1.266 0.889 0.179
C -2.758 0.836 0.186
C -0.461 0.127 0.842
N -0.804 -0.771 1.805
H 4.099 -0.550 -0.572
H 3.068 0.424 -1.547
H 2.288 -1.020 -0.974
H 1.266 2.252 -1.150
H -3.052 0.151 1.029
H -3.114 1.899 0.444
H -3.024 0.420 -0.907
H -0.158 -1.361 2.363
H -1.825 -1.015 1.946
```

---

Run B
Here is 2 unconnected molecules or ions with the total composition C5H9N3S from OMol25. Energies are from ωB97M-V/def2-TZVPD.

The total charge is 0. The LUMO energy comes out at 0.8156 eV. For the orbital gap, the calculation gives 0.3167 Eh. The calculation puts the highest occupied orbital energy at -7.80 eV.

Geometry as XYZ:
```
18
C5H9N3S | OMol25 | ωB97M-V/def2-TZVPD
C -2.386 1.002 0.619
C -3.350 0.069 0.336
C -1.107 -0.462 -0.256
C 2.039 -0.818 0.895
C 1.629 0.890 -0.809
N -1.156 0.705 0.259
N 0.643 -1.279 -0.827
N 1.618 -0.526 -0.462
S -2.617 -1.238 -0.511
H -2.472 1.838 1.166
H -4.331 0.041 0.715
H 1.482 -1.592 1.189
H 3.094 -1.138 1.080
H 1.925 0.180 1.327
H 2.632 1.367 -0.714
H 1.273 0.927 -1.917
H 0.856 1.371 -0.262
H 0.227 -1.337 -1.828
```

---

Calculated relative energies: run A 0.0000; run B 0.0545, given in hartree

---

Run A
Here is C2H4Br2 in the gas phase from OMol25. Energies are from ωB97M-V/def2-TZVPD.

The total charge is 0. The LUMO energy comes out at 0.6262 eV. For the orbital gap, the calculation gives 0.4063 Eh. The SMILES is BrCCBr. The calculation puts the highest occupied orbital energy at -10.43 eV.

Geometry as XYZ:
```
8
C2H4Br2 | OMol25 | ωB97M-V/def2-TZVPD
Br 1.557 1.206 1.299
C 0.715 0.141 -0.069
C -0.725 -0.091 0.156
Br -1.189 -1.448 -1.202
H 1.276 -0.774 -0.260
H 0.658 0.635 -1.039
H -1.354 0.775 -0.050
H -0.938 -0.444 1.165
```

---

Run B
Here is C2H4Br2 in the gas phase from OMol25. Energies are from ωB97M-V/def2-TZVPD.

The total charge is 0. The LUMO energy comes out at 0.7662 eV. For the orbital gap, the calculation gives 0.4029 Eh. The SMILES is BrCCBr. The calculation puts the highest occupied orbital energy at -10.20 eV.

Geometry as XYZ:
```
8
C2H4Br2 | OMol25 | ωB97M-V/def2-TZVPD
Br -25.297 35.307 13.827
C -24.573 35.862 15.558
C -23.561 34.889 16.136
Br -24.483 33.368 16.915
H -25.457 35.890 16.189
H -24.225 36.880 15.419
H -23.062 35.350 16.984
H -22.833 34.597 15.387
```

---

Calculated relative energies: run A 0.0052; run B 0.0000, given in hartree

---

Run A
Here is C3H7O2P in the gas phase from OMol25. Energies are from ωB97M-V/def2-TZVPD.

The total charge is 0. The LUMO energy comes out at 0.8045 eV. For the orbital gap, the calculation gives 0.3936 Eh. The SMILES is C[P@H](=O)CC=O. The calculation puts the highest occupied orbital energy at -9.90 eV.

Geometry as XYZ:
```
13
C3H7O2P | OMol25 | ωB97M-V/def2-TZVPD
C -1.998 0.236 0.238
P -0.243 0.623 0.433
O 0.113 1.970 0.007
C 0.555 -0.668 -0.597
C 2.193 -0.229 -0.363
O 2.575 0.243 0.674
H -2.232 -0.716 0.851
H -2.513 1.141 0.648
H -2.119 0.159 -0.767
H 0.103 0.123 1.766
H 0.609 -1.643 -0.170
H 0.181 -0.560 -1.559
H 2.777 -0.680 -1.160
```

---

Run B
Here is C3H7O2P in the gas phase from OMol25. Energies are from ωB97M-V/def2-TZVPD.

The total charge is 0. The LUMO energy (alpha / beta) comes out at -0.4737 / 0.4129 eV. For the orbital gap (alpha / beta), the calculation gives 0.2751 / 0.3267 Eh. The calculation puts the highest occupied orbital energy (alpha / beta) at -7.96 / -8.48 eV.

Geometry as XYZ:
```
13
C3H7O2P | OMol25 | ωB97M-V/def2-TZVPD
C -1.236 -0.212 0.316
C 0.912 0.172 0.369
C -1.661 -1.605 0.076
O -0.267 0.121 1.237
O 2.580 2.200 -0.038
P 1.155 1.646 -0.652
H -1.566 0.586 -0.337
H 1.158 -0.808 -0.034
H -2.705 -1.709 0.383
H -1.067 -2.309 0.656
H -1.608 -1.872 -0.982
H 2.480 2.821 0.686
H 1.825 0.968 -1.681
```

---

Calculated relative energies: run A 0.0000; run B 0.1163, given in hartree

---

Run A
Here is 2 unconnected molecules or ions with the total composition ClHNO2P from OMol25. Energies are from ωB97M-V/def2-TZVPD.

The total charge is 0. The LUMO energy comes out at -1.1444 eV. For the orbital gap, the calculation gives 0.2738 Eh. The SMILES is O=PCl.N=O. The calculation puts the highest occupied orbital energy at -8.59 eV.

Geometry as XYZ:
```
6
ClHNO2P | OMol25 | ωB97M-V/def2-TZVPD
O -0.575 0.136 -0.323
P -1.352 -0.516 -1.346
Cl -0.084 -0.265 -2.835
N 0.841 -0.015 1.131
O 0.235 -0.462 2.031
H 0.934 1.122 1.343
```

---

Run B
Here is 2 unconnected molecules or ions with the total composition ClHNO2P from OMol25. Energies are from ωB97M-V/def2-TZVPD.

The total charge is 0. The LUMO energy (alpha / beta) comes out at -2.2043 / -2.2061 eV. For the orbital gap (alpha / beta), the calculation gives 0.2835 / 0.2814 Eh. The SMILES is O=NP=O.Cl. The calculation puts the highest occupied orbital energy (alpha / beta) at -9.92 / -9.86 eV.

Geometry as XYZ:
```
6
ClHNO2P | OMol25 | ωB97M-V/def2-TZVPD
O 2.953 -2.410 -1.693
N 2.838 -2.432 -0.528
P 2.819 -1.589 0.768
O 2.355 -2.118 2.050
Cl -0.944 -0.081 -0.915
H -1.203 -0.158 0.274
```

---

Calculated relative energies: run A 0.0000; run B 0.0170, given in hartree

---

Run A
Here is CH2N2O in the gas phase from OMol25. Energies are from ωB97M-V/def2-TZVPD.

The total charge is 0. The LUMO energy comes out at 0.8384 eV. For the orbital gap, the calculation gives 0.4194 Eh. The SMILES is [O-][N+]1=NC1. The calculation puts the highest occupied orbital energy at -10.57 eV.

Geometry as XYZ:
```
6
CH2N2O | OMol25 | ωB97M-V/def2-TZVPD
O -1.140 1.400 -0.635
N -0.242 0.643 -0.437
N 0.916 0.305 -0.681
C 0.146 -0.515 0.270
H -0.190 -1.496 -0.019
H 0.509 -0.336 1.503
```

---

Run B
Here is 2 unconnected molecules or ions with the total composition CH2N2O from OMol25. Energies are from ωB97M-V/def2-TZVPD.

The total charge is 0. The LUMO energy (alpha / beta) comes out at 0.5741 / 0.4247 eV. For the orbital gap (alpha / beta), the calculation gives 0.3049 / 0.2927 Eh. The calculation puts the highest occupied orbital energy (alpha / beta) at -7.72 / -7.54 eV.

Geometry as XYZ:
```
6
CH2N2O | OMol25 | ωB97M-V/def2-TZVPD
C -1.360 -0.040 -0.405
N 0.565 0.125 0.424
N 1.214 0.681 -0.364
O -2.179 0.405 0.295
H -1.521 -0.713 -1.347
H 2.260 1.018 -0.207
```

---

Calculated relative energies: run A 0.0275; run B 0.0000, given in hartree

---

Run A
Here is C6H5P in the gas phase from OMol25. Energies are from ωB97M-V/def2-TZVPD.

The total charge is 0. The LUMO energy (alpha / beta) comes out at -0.2777 / -0.2780 eV. For the orbital gap (alpha / beta), the calculation gives 0.2964 / 0.2964 Eh. The SMILES is C1#P=CC=CC=C1. The calculation puts the highest occupied orbital energy (alpha / beta) at -8.34 / -8.34 eV.

Geometry as XYZ:
```
12
C6H5P | OMol25 | ωB97M-V/def2-TZVPD
C 0.018 -0.383 1.813
P -1.611 -0.726 1.451
C -1.354 -1.123 -0.323
C -0.607 -0.320 -1.156
C 0.241 0.784 -0.842
C 1.141 0.907 0.149
C 1.149 0.032 1.260
H -2.082 -1.728 -0.912
H -0.886 -0.329 -2.134
H 0.198 1.479 -1.689
H 1.698 1.735 0.514
H 2.097 -0.329 1.870
```

---

Run B
Here is C6H5P in the gas phase from OMol25. Energies are from ωB97M-V/def2-TZVPD.

The total charge is 0. The LUMO energy comes out at -0.0005 eV. For the orbital gap, the calculation gives 0.3171 Eh. The SMILES is C1#P=CC=CC=C1. The calculation puts the highest occupied orbital energy at -8.63 eV.

Geometry as XYZ:
```
12
C6H5P | OMol25 | ωB97M-V/def2-TZVPD
C -1.562 -0.540 -0.260
P -2.078 0.904 0.365
C -0.631 1.449 -0.739
C 0.584 1.202 -0.126
C 0.962 0.063 0.653
C 0.458 -1.282 0.561
C -0.786 -1.532 -0.086
H -0.613 2.251 -1.540
H 1.538 1.774 -0.176
H 1.863 0.181 1.142
H 0.926 -2.157 1.042
H -0.660 -2.313 -0.835
```

---

Calculated relative energies: run A 0.0000; run B 0.0114, given in hartree